A molecular structure, C16H33CuNO9S2 in a non-equilibrium geometry, computed with ωB97M-V with the def2-TZVPD basis set.

The geometry in XYZ format:
```
62
Properties=species:S:1:pos:R:3:forces:R:3
Cu -0.20312 -0.39063 -1.24874 -0.70 0.15 -2.06
C 1.14621 2.81093 -3.80434 0.49 -0.02 -0.23
C 0.69809 1.62347 -2.98002 -0.71 -1.46 0.99
O 1.30221 1.26083 -1.92515 1.23 0.53 1.14
O -0.27751 0.91616 -3.29990 -0.58 0.75 -1.26
H 2.04663 2.56372 -4.36667 -0.34 -0.76 -0.70
H 1.63385 3.65048 -3.30890 -0.87 0.14 0.90
H 0.31284 3.10597 -4.44196 0.37 0.14 -0.10
C -4.42574 -0.72821 -1.72682 -0.11 0.15 0.87
C -2.91465 -0.58333 -1.51280 -1.40 -1.11 -1.45
O -2.13720 -1.37062 -2.02128 1.88 -3.29 -1.62
O -2.41165 0.35821 -0.93207 0.53 3.86 2.94
H -4.75509 0.24320 -2.09560 -0.33 -0.20 -0.10
H -4.93563 -0.93602 -0.78611 0.18 0.57 0.49
H -4.81549 -1.57379 -2.29355 0.82 0.22 -0.71
C 3.04553 -3.26548 -2.50431 -0.08 -0.39 0.60
C 2.12236 -2.46683 -1.59417 0.46 1.27 -0.32
C 2.96462 -1.52670 -0.72266 -1.20 -1.56 0.84
O 2.04121 -1.01802 0.23651 1.43 1.52 0.90
C 2.70688 -0.23168 1.26728 -0.14 0.12 -0.15
N 1.21559 -1.65504 -2.45051 0.51 0.00 0.81
H 2.45546 -3.97137 -3.08880 0.18 -0.03 -0.19
H 3.78661 -3.82105 -1.92964 -0.07 -0.18 0.03
H 3.60888 -2.59443 -3.15272 -0.14 0.05 -0.18
H 1.42011 -3.02955 -0.97912 0.60 -0.46 0.22
H 3.53291 -0.78286 -1.28109 -0.31 0.37 -0.12
H 3.67588 -2.18690 -0.22633 0.38 0.09 0.30
H 2.05156 0.46885 1.78487 -0.60 -0.49 -0.33
H 3.49887 0.42702 0.91094 0.15 -0.23 -0.68
H 3.15400 -0.84347 2.05079 0.00 -0.51 -0.13
H 1.10722 -2.30687 -3.21436 -1.38 0.31 -0.48
H 1.81704 -0.94160 -2.83699 -0.15 0.69 -0.23
C 0.15836 4.72557 0.70015 -0.74 -1.04 1.57
C -1.21205 4.24119 0.20749 -0.77 -0.11 -0.05
C -1.69953 3.00528 1.02466 0.30 -0.36 -0.06
S -0.21752 2.03875 1.43247 1.73 1.82 -0.14
O -0.07653 0.83343 0.61157 -0.24 1.32 1.24
O -0.04592 1.94127 2.88756 -0.53 -0.52 -1.17
C 0.99720 3.46183 0.92719 -0.71 -0.65 -1.38
H 0.05053 5.14938 1.69858 -0.16 0.71 -0.18
H 0.60619 5.41906 -0.01161 0.10 -0.07 0.24
H -1.16514 4.06755 -0.86757 0.12 -0.72 0.02
H -1.97801 5.01508 0.25747 0.05 0.14 0.38
H -2.41376 2.32372 0.56266 0.22 0.06 -0.62
H -2.12726 3.21214 2.00566 0.22 0.57 0.04
H 1.35012 3.25873 -0.08390 0.49 -0.94 0.22
H 1.79638 3.56565 1.66111 -0.21 -0.31 -0.05
C -2.02973 -1.88137 3.74634 0.62 0.33 -0.82
C -0.46921 -1.99027 3.80453 -0.21 0.14 0.13
C -0.03492 -3.00299 2.74603 -1.65 0.70 -1.00
S -1.24488 -2.69491 1.29617 -0.99 -2.56 0.58
O -1.91916 -3.98005 0.94446 1.53 2.51 0.35
O -0.55359 -1.88469 0.29879 -0.50 -1.05 0.72
C -2.38729 -1.66257 2.24481 0.81 0.61 0.70
H -2.38737 -0.98836 4.25892 0.14 -0.13 0.26
H -2.48316 -2.75544 4.21378 -0.15 -0.06 -0.31
H -0.15053 -2.40494 4.76087 -0.07 0.23 0.17
H -0.00969 -1.00725 3.70151 -0.04 0.02 -0.21
H -0.29089 -3.95945 3.20184 0.31 -0.36 -0.80
H 0.93931 -2.91684 2.26484 0.04 -0.07 0.44
H -3.44946 -1.66234 2.00009 0.23 -0.73 -0.27
H -2.02109 -0.67125 1.97780 -0.03 0.22 0.01
```
Forces are in eV/Å.

Spin multiplicity: 2
Total energy: -103352.6914 eV
⟨S²⟩: 0.752
Charge: 0
LUMO level (spin up / spin down): 0.51 / -0.92 eV
Orbital gap (spin up / spin down): 8.845 / 7.348 eV
Highest occupied orbital energy (spin up / spin down): -0.306 / -0.304 hartree